{"formula": "C18H47NO4Si2Tm", "method": "wB97M-V/def2-TZVPD", "symbols": ["O", "O", "C", "C", "H", "H", "H", "H", "H", "C", "C", "H", "H", "H", "H", "H", "C", "C", "C", "H", "H", "H", "H", "H", "C", "H", "H", "H", "H", "H", "H", "Tm", "C", "Si", "H", "H", "C", "C", "C", "C", "Si", "H", "H", "C", "C", "C", "H", "H", "H", "H", "H", "H", "H", "H", "H", "H", "H", "H", "H", "H", "H", "H", "H", "H", "N", "C", "C", "O", "O", "H", "H", "H", "H"], "xyz": [[-2.194, 0.813, -0.796], [-4.301, -0.166, -3.457], [-3.370, 1.202, 0.042], [-3.173, 2.479, 0.834], [-3.520, 0.346, 0.710], [-4.215, 1.252, -0.651], [-2.376, 2.386, 1.583], [-4.099, 2.679, 1.387], [-2.974, 3.345, 0.196], [-1.614, 1.838, -1.705], [-2.691, 2.494, -2.525], [-0.898, 1.288, -2.333], [-1.045, 2.564, -1.104], [-3.246, 1.744, -3.096], [-2.238, 3.196, -3.232], [-3.393, 3.055, -1.902], [-3.920, -0.641, -4.775], [-5.683, 0.247, -3.378], [-3.054, 0.335, -5.543], [-4.825, -0.867, -5.370], [-3.380, -1.584, -4.606], [-3.595, 1.255, -5.790], [-2.758, -0.133, -6.487], [-2.144, 0.585, -4.990], [-6.063, 1.407, -4.284], [-5.847, 0.518, -2.327], [-6.325, -0.618, -3.615], [-5.418, 2.282, -4.139], [-7.087, 1.714, -4.042], [-6.057, 1.125, -5.344], [-2.972, -0.872, -1.655], [-0.853, -0.854, -0.260], [-2.699, -1.967, -1.404], [-4.176, -3.171, -1.454], [-1.929, -2.363, -2.103], [-2.412, -2.180, -0.301], [-5.621, -2.320, -0.611], [-3.676, -4.750, -0.553], [-4.750, -3.675, -3.170], [-1.400, -1.274, 1.968], [-0.251, -2.353, 2.977], [-2.417, -1.691, 2.105], [-1.457, -0.261, 2.424], [-0.858, -4.125, 2.802], [-0.232, -1.871, 4.795], [1.556, -2.312, 2.448], [-5.543, -4.433, -3.101], [-3.924, -4.108, -3.748], [-5.153, -2.826, -3.738], [-5.408, -2.131, 0.449], [-6.527, -2.941, -0.668], [-5.841, -1.360, -1.096], [-3.042, -4.540, 0.319], [-3.113, -5.411, -1.229], [-4.556, -5.310, -0.204], [-1.191, -1.430, 5.095], [0.558, -1.136, 5.001], [-0.049, -2.751, 5.426], [2.066, -1.420, 2.838], [1.714, -2.353, 1.361], [2.061, -3.190, 2.882], [-0.413, -4.763, 3.577], [-0.590, -4.537, 1.820], [-1.951, -4.169, 2.908], [0.621, 0.882, 0.634], [2.045, 0.583, 0.334], [2.180, -0.502, -0.751], [3.239, -0.593, -1.326], [1.091, -1.243, -0.957], [0.403, 1.820, 0.290], [0.503, 0.968, 1.648], [2.563, 1.481, -0.023], [2.568, 0.225, 1.231]], "total_energy_ha": -2733.81204, "e_homo_ha": [-0.425, -0.424], "orbital_gap_ev": [9.063, 9.045], "s2": 2.002, "multiplicity": 3, "total_charge": 1, "de_lowest_kj_mol": 0.0}